one:
A single C3H3N3 molecule. Source: OMol25; level of theory: ωB97M-V/def2-TZVPD.

Summary:
molecular weight = 81.078 g mol⁻¹
HOMO-LUMO gap = 0.4107 Eh

```
9
Properties=species:S:1:pos:R:3:mulliken_charge:R:1
N 2.227 -0.742 -0.426 -0.38
C 1.288 -0.210 -0.016 0.12
C -0.037 0.207 0.425 0.53
N -0.855 -0.910 -0.126 -0.66
C -0.426 1.563 -0.069 -0.02
N -0.747 2.610 -0.444 -0.35
H -0.066 0.299 1.534 0.21
H -0.607 -1.822 0.264 0.28
H -0.777 -0.994 -1.142 0.28
```

two:
A single C3H3N3 molecule. Source: OMol25; level of theory: ωB97M-V/def2-TZVPD.

Summary:
molecular weight = 81.078 g mol⁻¹
HOMO-LUMO gap = 0.3401 Eh

```
9
Properties=species:S:1:pos:R:3:mulliken_charge:R:1
H -2.399 -0.827 -0.018 0.32
N -1.899 0.130 -0.068 -0.48
C -0.722 -0.127 0.011 0.43
C 0.244 1.165 0.006 0.10
N 1.420 0.734 -0.063 -0.59
C 1.311 -0.692 -0.068 -0.04
N 0.125 -1.223 0.000 -0.51
H -0.268 2.095 0.094 0.38
H 2.188 -1.256 0.106 0.39
```

It is one that is most stable; the runner-up trails by 0.490 eV.